1.
50
Properties=species:S:1:pos:R:3 method="wB97M-V/def2-TZVPD" largest_force_ev_per_a=1.8 homo_lumo_gap_ha=0.265 total_charge=0 smiles="CC1(C)OC(=O)C(=Cc2ccccc2)C(=O)O1.CN(C)C(=N)N(C)C" lumo_ev=-0.8 homo_ha=-0.2941 relative_energy_kj_mol=398.96
C -3.431 3.336 4.023
C -2.546 2.147 4.345
C -2.405 1.932 5.859
O -3.072 0.931 3.778
C -3.057 0.823 2.403
O -3.839 0.092 1.840
C -2.015 1.618 1.706
C -1.888 1.441 0.356
C -1.110 2.269 -0.538
C -0.906 3.659 -0.339
C -0.060 4.384 -1.173
C 0.620 3.735 -2.215
C 0.410 2.367 -2.454
C -0.493 1.659 -1.659
C -0.975 2.308 2.509
O 0.050 2.764 2.057
O -1.196 2.348 3.857
H -3.539 3.482 2.940
H -4.415 3.164 4.479
H -2.988 4.229 4.479
H -1.749 1.075 6.050
H -1.974 2.833 6.309
H -3.393 1.750 6.296
H -2.487 0.650 -0.060
H -1.443 4.163 0.466
H 0.065 5.459 -1.016
H 1.332 4.286 -2.827
H 0.925 1.861 -3.276
H -0.730 0.618 -1.879
C 0.842 -3.091 -3.868
N 1.903 -2.537 -3.057
C 2.296 -1.208 -3.456
C 2.571 -2.950 -1.922
N 3.225 -1.966 -1.352
N 2.531 -4.221 -1.426
C 1.633 -5.312 -1.753
C 3.413 -4.611 -0.336
H 0.533 -4.087 -3.575
H -0.050 -2.442 -3.831
H 1.151 -3.134 -4.926
H 3.123 -0.938 -2.776
H 2.615 -1.179 -4.506
H 1.485 -0.479 -3.306
H 3.890 -2.194 -0.611
H 1.004 -5.122 -2.610
H 2.230 -6.212 -1.961
H 0.996 -5.527 -0.882
H 4.139 -3.832 -0.109
H 2.819 -4.824 0.565
H 3.963 -5.519 -0.619



2.
61
Properties=species:S:1:pos:R:3 method="wB97M-V/def2-TZVPD" largest_force_ev_per_a=5.0 homo_lumo_gap_ha="0.344 / 0.214" s2=3.769 total_charge=+1 spin_multiplicity=4 lumo_ev="-3.5 / -6.1" homo_ha="-0.4744 / -0.4392"
V 19.557 -30.698 -22.903
F 20.482 -30.500 -24.754
O 18.583 -30.712 -20.984
C 18.787 -31.975 -20.352
C 18.995 -33.150 -21.386
O 19.555 -32.802 -22.647
H 18.074 -32.184 -19.555
H 19.750 -32.057 -19.849
H 18.120 -33.796 -21.456
H 19.573 -33.985 -20.989
C 14.592 -29.376 -24.284
O 15.781 -29.364 -25.089
P 16.834 -30.619 -25.161
O 17.760 -30.611 -23.979
O 17.507 -30.462 -26.563
C 18.359 -29.416 -26.757
O 15.912 -31.964 -25.226
C 16.387 -33.074 -25.855
H 14.797 -29.482 -23.219
H 13.886 -30.202 -24.361
H 13.952 -28.495 -24.326
H 17.876 -28.583 -27.268
H 19.122 -29.840 -27.409
H 18.842 -28.957 -25.894
H 16.637 -33.845 -25.126
H 17.267 -32.903 -26.475
H 15.557 -33.436 -26.462
C 22.883 -31.158 -19.410
O 23.287 -30.241 -20.438
P 22.902 -30.570 -21.967
O 21.454 -30.307 -22.071
O 23.970 -29.720 -22.752
C 23.882 -29.529 -24.250
O 23.271 -32.094 -22.119
C 22.760 -32.911 -23.097
H 22.350 -30.608 -18.633
H 23.760 -31.452 -18.834
H 22.340 -32.065 -19.674
H 24.728 -28.941 -24.603
H 22.966 -29.029 -24.566
H 23.924 -30.482 -24.777
H 23.518 -33.339 -23.752
H 22.048 -32.466 -23.793
H 22.248 -33.686 -22.526
C 20.728 -25.751 -22.593
O 19.698 -26.036 -23.535
P 18.552 -27.161 -23.287
O 19.159 -28.506 -23.089
O 17.898 -26.524 -21.873
C 16.727 -27.130 -21.368
O 17.593 -26.908 -24.516
C 16.939 -25.679 -24.732
H 20.840 -24.679 -22.427
H 21.615 -26.353 -22.791
H 20.392 -26.088 -21.612
H 16.892 -27.240 -20.296
H 16.492 -28.047 -21.909
H 15.842 -26.502 -21.468
H 17.218 -25.224 -25.682
H 16.783 -25.086 -23.831
H 15.887 -25.705 -25.013



3.
6
Properties=species:S:1:pos:R:3 method="wB97M-V/def2-TZVPD" largest_force_ev_per_a=5.2 homo_lumo_gap_ha=0.351 total_charge=0 smiles="C=NS" lumo_ev=0.6 homo_ha=-0.3291 relative_energy_kj_mol=232.62
C 1.739 0.135 -0.029
N 0.517 -0.487 0.016
S -1.069 0.168 -0.020
H 2.889 -0.307 -0.076
H 1.909 1.228 0.251
H -1.751 -1.004 0.201



4.
25
Properties=species:S:1:pos:R:3 method="wB97M-V/def2-TZVPD" largest_force_ev_per_a=4.3 homo_lumo_gap_ha="0.286 / 0.286" total_charge=0 smiles="Cc1nn(C)c([N+](=O)[O-])c1N.N[N+](=O)[O-]" lumo_ev="-0.5 / -0.5" homo_ha="-0.3043 / -0.3043" relative_energy_kj_mol=0.00
C 2.070 -1.545 0.588
C 1.271 -0.483 0.086
N 1.375 0.001 -1.144
N 0.391 0.807 -1.412
C 0.311 1.497 -2.705
C -0.347 1.044 -0.285
N -1.397 1.969 -0.195
O -1.657 2.776 -1.095
O -2.074 1.904 0.828
C 0.139 0.170 0.711
N -0.386 0.058 1.947
H 2.449 -1.255 1.595
H 2.994 -1.737 0.058
H 1.508 -2.575 0.593
H -0.579 1.199 -3.035
H 0.269 2.596 -2.684
H 1.075 1.339 -3.346
H -1.090 0.786 2.181
H 0.162 -0.337 2.723
N -3.050 -0.667 1.472
N -2.404 -1.716 0.814
O -2.805 -2.830 1.059
O -1.471 -1.415 0.100
H -2.658 0.245 1.229
H -3.666 -0.802 2.254



5.
47
Properties=species:S:1:pos:R:3 method="wB97M-V/def2-TZVPD" largest_force_ev_per_a=0.5 homo_lumo_gap_ha="0.254 / 0.248" s2=2.007 total_charge=0 spin_multiplicity=3 lumo_ev="-1.1 / -1.2" homo_ha="-0.2938 / -0.2928" relative_energy_kj_mol=64.25
Pd -1.129 1.680 -0.184
Br -6.942 -1.331 3.458
C -5.692 -0.317 2.456
C -6.140 0.497 1.403
C -5.247 1.245 0.685
C -3.858 1.229 0.964
O -3.087 2.026 0.291
C -3.420 0.372 2.009
C -2.048 0.195 2.375
N -1.035 0.696 1.769
C 0.297 0.441 2.153
C 0.710 -0.545 3.010
C 2.076 -0.723 3.313
C 3.029 0.071 2.750
C 2.647 1.086 1.843
C 3.576 1.930 1.195
C 3.140 2.877 0.319
C 1.758 2.985 0.072
N 0.870 2.232 0.668
C 1.282 1.274 1.549
C -4.364 -0.376 2.749
H -7.196 0.530 1.167
H -5.577 1.884 -0.125
H -1.883 -0.417 3.264
H -0.011 -1.222 3.449
H 2.361 -1.512 3.996
H 4.079 -0.071 2.976
H 4.634 1.805 1.399
H 3.829 3.532 -0.197
H 1.378 3.706 -0.640
H -4.015 -1.008 3.557
O -0.896 -0.591 -1.357
C -0.013 0.036 -1.943
O 0.103 1.323 -1.898
C 1.050 -0.705 -2.701
C 2.359 -0.235 -2.698
C 3.360 -0.940 -3.352
C 3.054 -2.105 -4.038
C 1.744 -2.546 -4.034
C 0.736 -1.878 -3.368
N 1.413 -3.786 -4.766
O 0.267 -4.178 -4.719
O 2.309 -4.341 -5.369
H 2.579 0.691 -2.181
H 4.380 -0.580 -3.336
H 3.806 -2.669 -4.570
H -0.272 -2.267 -3.361



6.
15
Properties=species:S:1:pos:R:3 method="wB97M-V/def2-TZVPD" largest_force_ev_per_a=3.7 homo_lumo_gap_ha="0.275 / 0.244" total_charge=0 lumo_ev="-1.3 / -1.8" homo_ha="-0.3238 / -0.3091" relative_energy_kj_mol=442.00
C 1.575 0.592 0.149
C 1.425 -0.978 -0.010
C -1.068 -0.797 -0.273
C -1.425 1.765 -0.191
C 0.119 -0.693 0.668
N 0.504 0.644 0.947
O 2.291 1.333 -0.507
S -2.404 0.353 0.015
H 1.313 -1.255 -1.048
H 2.179 -1.454 0.455
H -0.609 -0.759 -1.282
H -1.530 -1.742 -0.166
H -1.652 2.391 0.651
H -0.666 1.832 -0.959
H -0.052 -1.232 1.550



Repeat the fourth record exactly.
25
Properties=species:S:1:pos:R:3 method="wB97M-V/def2-TZVPD" largest_force_ev_per_a=4.3 homo_lumo_gap_ha="0.286 / 0.286" total_charge=0 smiles="Cc1nn(C)c([N+](=O)[O-])c1N.N[N+](=O)[O-]" lumo_ev="-0.5 / -0.5" homo_ha="-0.3043 / -0.3043" relative_energy_kj_mol=0.00
C 2.070 -1.545 0.588
C 1.271 -0.483 0.086
N 1.375 0.001 -1.144
N 0.391 0.807 -1.412
C 0.311 1.497 -2.705
C -0.347 1.044 -0.285
N -1.397 1.969 -0.195
O -1.657 2.776 -1.095
O -2.074 1.904 0.828
C 0.139 0.170 0.711
N -0.386 0.058 1.947
H 2.449 -1.255 1.595
H 2.994 -1.737 0.058
H 1.508 -2.575 0.593
H -0.579 1.199 -3.035
H 0.269 2.596 -2.684
H 1.075 1.339 -3.346
H -1.090 0.786 2.181
H 0.162 -0.337 2.723
N -3.050 -0.667 1.472
N -2.404 -1.716 0.814
O -2.805 -2.830 1.059
O -1.471 -1.415 0.100
H -2.658 0.245 1.229
H -3.666 -0.802 2.254